1.
Density functional theory data (ωB97M-V/def2-TZVPD) for C34H57IrN3O2SeSi as an isolated structure in a non-equilibrium geometry.

Each line ends with the Mulliken spin population.
Element x y z (Å)
O: -0.586 1.710 -1.925  0.03
O: -1.605 -3.052 -4.508  0.00
C: -1.983 1.907 -2.160  0.01
C: -2.288 3.330 -2.581  0.00
H: -2.501 1.662 -1.219  0.00
H: -2.364 1.188 -2.889  0.00
H: -2.007 4.047 -1.817  0.00
H: -3.363 3.424 -2.781  0.00
H: -1.768 3.558 -3.513  0.00
C: 0.155 1.203 -3.034  0.02
C: -0.535 0.825 -4.343  0.00
H: 0.709 0.330 -2.654  0.01
H: 0.906 1.961 -3.211  0.00
H: -1.058 -0.133 -4.279  0.00
H: 0.242 0.716 -5.105  0.00
H: -1.218 1.582 -4.721  0.00
C: -0.322 -3.431 -4.033  0.00
C: -2.667 -3.526 -3.675  0.00
C: 0.716 -3.046 -5.067  0.00
H: -0.255 -4.521 -3.818  0.00
H: -0.167 -2.884 -3.086  0.00
H: 0.457 -3.435 -6.052  0.00
H: 1.688 -3.443 -4.787  0.00
H: 0.786 -1.956 -5.139  0.00
C: -3.794 -3.982 -4.579  0.00
H: -2.958 -2.678 -3.032  0.00
H: -2.367 -4.367 -3.013  0.00
H: -4.069 -3.178 -5.269  0.00
H: -4.667 -4.293 -4.019  0.00
H: -3.443 -4.826 -5.175  0.00
H: -1.269 -1.005 0.665  0.06
N: 0.167 1.709 2.145  0.43
C: 0.286 1.361 3.453  -0.06
C: 0.986 0.233 3.857  0.16
C: 1.901 -0.478 3.105  -0.08
C: -0.385 2.247 4.469  0.02
H: -1.455 2.368 4.263  0.00
H: 0.082 3.239 4.530  0.00
H: -0.305 1.810 5.470  0.00
C: 2.742 -1.593 3.693  0.02
H: 3.777 -1.313 3.943  0.00
H: 2.768 -2.462 3.020  0.00
H: 2.309 -1.931 4.643  0.00
N: 2.104 -0.125 1.806  0.37
C: -0.502 2.960 1.827  0.01
C: -1.893 2.997 1.641  0.03
C: -2.798 1.855 1.982  0.02
C: -2.428 4.163 1.094  -0.01
H: -3.494 4.213 0.883  0.00
C: -1.624 5.272 0.826  0.02
H: -2.076 6.165 0.393  0.00
C: -0.275 5.252 1.155  -0.02
H: 0.346 6.130 0.964  0.00
C: 0.292 4.120 1.739  0.00
C: 1.732 4.100 2.141  -0.01
C: 3.337 -0.506 1.176  -0.01
C: 3.273 -1.483 0.181  -0.05
C: 1.952 -1.995 -0.270  0.09
C: 4.480 -1.898 -0.383  -0.01
H: 4.462 -2.675 -1.151  0.00
C: 5.690 -1.324 -0.021  0.03
H: 6.623 -1.656 -0.487  0.00
C: 5.715 -0.321 0.955  -0.01
H: 6.664 0.149 1.219  0.00
C: 4.539 0.093 1.580  0.03
C: 4.498 1.192 2.601  -0.01
Ir: 0.836 0.725 0.606  2.13
H: -3.498 1.646 1.158  0.00
H: -3.422 2.092 2.861  0.00
H: -2.252 0.931 2.202  -0.01
H: 1.933 3.371 2.939  0.00
H: 2.023 5.092 2.516  0.00
H: 2.380 3.859 1.289  0.00
H: 1.976 -2.216 -1.349  0.01
H: 1.150 -1.195 -0.123  0.07
H: 1.630 -2.913 0.253  0.00
H: 3.706 1.908 2.328  0.00
H: 5.445 1.753 2.632  0.00
H: 4.289 0.822 3.619  0.00
H: 0.848 -0.077 4.900  -0.01
C: -2.096 -1.197 -0.068  0.04
Si: -2.368 -2.581 1.220  0.01
H: -2.850 -0.409 -0.052  0.00
H: -1.705 -1.286 -1.091  -0.01
C: -4.223 -2.662 1.141  0.00
C: -1.757 -1.925 2.943  0.02
C: -1.060 -3.820 0.676  0.00
H: -0.725 -3.659 -0.363  0.00
H: -1.488 -4.828 0.772  0.00
H: -0.153 -3.735 1.302  0.00
H: -4.635 -1.644 1.222  0.00
H: -4.689 -3.288 1.905  0.00
H: -4.491 -3.039 0.145  0.00
H: -1.887 -0.832 3.086  -0.01
H: -0.673 -2.107 3.088  -0.01
H: -2.309 -2.458 3.743  0.00
Se: 3.541 3.712 -1.915  0.47
C: 2.637 2.596 -0.921  0.10
N: 1.990 1.808 -0.282  0.10

Atoms 1-2, force components in eV/Å:
-1.00 -0.46 0.01
0.17 -0.88 0.21

Output
gap between HOMO and LUMO (alpha / beta)	6.89 / 5.38	eV
LUMO energy (alpha / beta)	-2.86 / -5.60	eV
spin multiplicity	5
E_HOMO (alpha / beta)	-9.8 / -11.0	eV
total charge	+1



2.
Density functional theory data (ωB97M-V/def2-TZVPD) for one molecule with the formula C21H19IN2O2.

Each line ends with the natural charge from an NBO analysis.
Element x y z (Å)
H: -4.031 3.848 -0.229  0.34
N: -3.851 3.172 0.510  -0.62
C: -4.002 1.990 0.086  0.16
C: -3.757 0.802 0.977  -0.51
C: -2.369 0.242 0.728  0.01
C: -2.217 -0.780 -0.205  -0.16
C: -0.959 -1.287 -0.503  -0.15
C: 0.159 -0.788 0.161  -0.04
C: 0.013 0.215 1.107  -0.18
C: -1.240 0.753 1.391  0.02
C: -1.325 1.844 2.435  -0.48
C: -1.275 1.246 3.868  -0.27
C: -0.051 1.684 4.681  -0.64
I: -3.098 1.661 4.932  0.05
C: 1.500 -1.352 -0.171  0.55
O: 2.361 -1.490 0.669  -0.53
C: 1.665 -1.757 -1.606  -0.06
C: 2.870 -1.598 -2.296  0.04
C: 4.100 -0.995 -1.668  -0.52
C: 4.108 0.509 -1.834  0.16
N: 3.106 1.186 -1.462  -0.62
H: 3.255 2.180 -1.619  0.34
C: 2.901 -1.936 -3.646  -0.20
C: 1.787 -2.451 -4.294  -0.19
C: 0.598 -2.626 -3.604  -0.17
C: 0.536 -2.258 -2.269  -0.13
C: -0.758 -2.355 -1.523  0.56
O: -1.582 -3.212 -1.749  -0.51
H: -4.294 1.787 -0.950  0.15
H: -4.486 0.026 0.740  0.23
H: -3.883 1.104 2.014  0.25
H: -3.080 -1.198 -0.710  0.23
H: 0.902 0.582 1.607  0.23
H: -0.438 2.468 2.314  0.22
H: -2.201 2.467 2.288  0.26
H: -1.265 0.162 3.783  0.22
H: 0.349 2.628 4.316  0.21
H: 0.731 0.928 4.582  0.22
H: -0.281 1.783 5.739  0.23
H: 4.998 -1.437 -2.101  0.22
H: 4.125 -1.188 -0.597  0.28
H: 4.996 0.980 -2.264  0.16
H: 3.820 -1.799 -4.204  0.21
H: 1.850 -2.711 -5.342  0.22
H: -0.285 -3.028 -4.081  0.23

Atoms 1-2, force components in eV/Å:
-0.01 0.03 0.01
-0.02 -0.07 0.05

Output
gap between HOMO and LUMO	8.57	eV
LUMO energy	-0.58	eV
SMILES	[H]/N=C/Cc1cc2c(cc1C[C@@H](C)I)C(=O)c1c(C/C=N/[H])cccc1C2=O
spin multiplicity	1
E_HOMO	-9.1	eV



3.
Density functional theory data (ωB97M-V/def2-TZVPD) for C28H51AsN7OPSSbV as an isolated structure in a non-equilibrium geometry.

Each line ends with the Mulliken spin population.
Element x y z (Å)
V: 11.088 12.756 8.646  2.71
C: 12.555 17.074 6.202  0.00
N: 11.726 15.884 6.412  0.03
C: 10.792 15.371 5.479  -0.02
C: 10.172 14.349 6.057  0.04
N: 10.551 14.278 7.400  0.01
C: 11.486 15.231 7.622  0.01
P: 11.948 15.678 9.345  0.01
C: 10.329 15.126 10.025  0.03
N: 9.868 13.871 9.889  -0.04
C: 8.501 13.905 10.049  0.03
C: 8.111 15.227 10.219  -0.01
N: 9.269 16.007 10.275  0.01
C: 9.275 17.452 10.381  0.00
C: 12.912 14.202 9.811  0.00
N: 12.407 13.029 10.244  0.04
C: 13.540 12.299 10.690  0.03
C: 14.659 12.983 10.534  -0.02
N: 14.266 14.229 9.988  0.03
C: 15.174 15.385 9.756  0.00
H: 13.573 16.678 6.110  0.00
H: 12.466 17.834 7.019  0.00
H: 12.268 17.444 5.216  0.00
H: 10.720 15.684 4.464  0.00
H: 9.457 13.723 5.598  0.00
H: 7.945 12.959 10.087  0.00
H: 7.160 15.792 10.320  0.00
H: 8.612 17.733 11.188  0.00
H: 8.834 17.858 9.419  0.00
H: 10.292 17.829 10.462  0.00
H: 13.427 11.363 11.179  0.00
H: 15.669 12.713 10.807  0.00
H: 15.286 15.432 8.703  0.00
H: 16.144 15.126 10.163  0.00
H: 14.848 16.280 10.231  0.00
S: 7.431 11.306 6.902  0.02
C: 8.828 11.306 7.672  0.02
N: 9.916 11.260 8.278  0.03
C: 7.105 5.721 12.654  0.01
C: 8.422 6.490 12.320  0.00
C: 9.637 5.583 12.663  0.01
C: 8.560 7.103 10.905  -0.01
Sb: 8.290 8.384 13.794  -0.07
C: 6.109 9.706 13.416  0.06
C: 5.104 8.753 13.974  0.00
C: 6.257 10.993 14.152  0.00
C: 6.155 9.759 11.870  -0.01
C: 10.008 8.901 15.312  0.01
C: 11.086 7.850 15.312  0.01
C: 9.253 8.987 16.577  0.01
C: 10.526 10.284 14.736  -0.02
H: 7.150 4.684 12.162  0.00
H: 6.160 6.187 12.427  0.00
H: 7.050 5.507 13.740  -0.01
H: 9.745 4.831 11.898  0.00
H: 9.377 5.086 13.664  0.00
H: 10.631 6.049 12.696  0.00
H: 8.466 6.339 10.150  0.00
H: 9.497 7.643 10.711  0.01
H: 7.738 7.772 10.653  0.00
H: 5.202 8.491 14.998  -0.01
H: 5.127 7.913 13.279  -0.01
H: 4.087 9.082 13.893  0.00
H: 6.587 10.690 15.161  0.01
H: 5.351 11.643 14.193  0.00
H: 7.110 11.551 13.699  0.00
H: 6.115 8.726 11.502  0.00
H: 7.061 10.151 11.434  0.02
H: 5.238 10.303 11.524  0.00
H: 10.670 6.868 15.268  0.00
H: 11.644 7.854 16.240  0.00
H: 11.729 7.970 14.418  0.00
H: 8.853 8.070 17.019  -0.01
H: 8.466 9.771 16.547  -0.01
H: 9.997 9.403 17.346  0.00
H: 10.887 10.310 13.646  0.02
H: 11.448 10.477 15.316  0.00
H: 9.797 11.112 14.875  0.00
C: 11.549 10.469 5.309  0.01
As: 13.074 11.092 6.258  0.04
C: 14.201 9.506 6.500  0.01
C: 13.854 12.216 4.885  0.00
O: 12.632 12.163 7.679  -0.05
H: 11.727 9.887 4.392  0.00
H: 10.931 11.354 5.031  0.00
H: 10.890 9.854 5.982  0.00
H: 15.146 9.815 6.091  0.00
H: 13.749 8.620 6.041  0.00
H: 14.234 9.293 7.557  0.00
H: 13.349 13.198 5.092  0.00
H: 13.555 11.913 3.903  0.00
H: 14.937 12.348 5.015  0.00

Atoms 1-2, force components in eV/Å:
-0.39 -0.37 1.00
0.24 -0.63 -0.04

Output
gap between HOMO and LUMO (alpha / beta)	4.52 / 4.54	eV
relative energy (zero: lowest compared OMol25 entry of this formula, charge and spin)	525.2	kJ/mol
LUMO energy (alpha / beta)	-2.40 / -2.50	eV
spin multiplicity	4
E_HOMO (alpha / beta)	-6.9 / -7.0	eV
total charge	+1



4.
Density functional theory data (ωB97M-V/def2-TZVPD) for C16H16ClN2O3PSe2Tc as an isolated structure in a non-equilibrium geometry.

Each line ends with the natural charge from an NBO analysis.
Element x y z (Å)
Tc: 0.055 -0.271 0.301  0.96
N: 1.054 1.272 -0.916  -0.76
C: 0.921 2.554 -0.201  -0.33
C: 0.726 2.375 1.321  0.66
O: 0.925 3.295 2.090  -0.60
N: 0.269 1.154 1.632  -0.59
C: -0.188 0.880 2.968  -0.35
C: -0.547 -0.627 3.060  0.79
O: -0.801 -1.147 4.121  -0.60
O: -0.539 -1.242 1.925  -0.65
H: 2.047 1.030 -0.973  0.42
H: 0.711 1.385 -1.870  0.42
H: 0.009 3.044 -0.550  0.24
H: 1.774 3.216 -0.383  0.22
H: -1.095 1.463 3.185  0.23
H: 0.560 1.144 3.726  0.24
Se: 2.603 -1.264 0.685  -0.34
P: 1.608 -3.000 -0.175  1.05
Se: -0.114 -2.268 -1.326  -0.25
C: 2.735 -3.994 -1.202  -0.42
C: 3.907 -4.483 -0.641  -0.13
C: 4.724 -5.306 -1.392  -0.22
C: 4.381 -5.623 -2.697  -0.19
C: 3.234 -5.093 -3.266  -0.20
C: 2.408 -4.276 -2.518  -0.19
C: 1.031 -4.154 1.108  -0.44
C: 1.180 -3.845 2.450  -0.17
C: 0.719 -4.728 3.409  -0.19
C: 0.106 -5.909 3.026  -0.18
C: -0.054 -6.209 1.680  -0.22
C: 0.404 -5.333 0.714  -0.13
H: 4.174 -4.215 0.372  0.22
H: 5.627 -5.704 -0.958  0.22
H: 5.012 -6.280 -3.276  0.22
H: 2.977 -5.319 -4.289  0.22
H: 1.503 -3.856 -2.940  0.23
H: 1.659 -2.923 2.747  0.24
H: 0.829 -4.479 4.452  0.23
H: -0.254 -6.600 3.775  0.22
H: -0.547 -7.123 1.381  0.22
H: 0.282 -5.550 -0.340  0.21
Cl: -1.928 0.499 -0.400  -0.31

Atoms 1-2, force components in eV/Å:
1.20 -0.66 0.58
0.25 -0.21 -0.13

Output
gap between HOMO and LUMO (alpha / beta)	8.38 / 7.70	eV
relative energy (zero: lowest compared OMol25 entry of this formula, charge and spin)	0.0	kJ/mol
LUMO energy (alpha / beta)	-0.51 / -1.33	eV
spin multiplicity	4
E_HOMO (alpha / beta)	-8.9 / -9.0	eV